6
Properties=species:S:1:pos:R:3:lowdin_spin:R:1 method="wB97M-V/def2-TZVPD" charge=-1 spin_multiplicity=6 energy_ha=-1743.24006 e_homo_ev="-2.14 / -0.84" lumo_energy_ev="3.72 / 3.64" gap_ev="5.85 / 4.48" mol_weight_da=137.9
P -0.91290 0.32145 0.03445 -0.029
F -1.26974 1.93389 -0.31620 -0.001
O -1.22903 -1.24832 0.34232 -0.016
O 0.63408 0.43884 0.29615 0.130
Mn 1.73813 -0.93403 -0.47166 4.945
H -0.43480 -2.05938 0.70695 -0.029

106
Properties=species:S:1:pos:R:3:mulliken_charge:R:1 method="wB97M-V/def2-TZVPD" charge=0 smiles="CS(=O)(=O)[C@@]1(Cl)COC(=O)O1.CCOC(=O)OC.CCOC(=O)OC.CCOC(=O)OC.CCOC(=O)OC.CCOC(=O)OC.CCOC(=O)OC" energy_ha=-3687.63176 e_homo_ev=-10.66 lumo_energy_ev=0.42 gap_ev=11.08 mol_weight_da=825.2
C -9.10518 -9.05430 1.34928 -1.085
S -7.75486 -9.89448 2.13652 1.201
O -7.86190 -9.59986 3.53682 -0.699
O -6.51972 -9.47092 1.56027 -0.620
C -8.00342 -11.75048 1.98338 0.528
Cl -6.52337 -12.37850 1.27624 -0.146
C -8.32198 -12.39371 3.33870 -0.697
O -9.36806 -13.30510 2.92513 -0.364
C -10.08036 -12.49480 2.10395 0.708
O -11.23654 -12.22051 2.15943 -0.447
O -9.13851 -11.96431 1.21519 -0.317
H -8.95376 -8.01143 1.56130 0.392
H -10.03229 -9.39214 1.77353 0.392
H -9.06733 -9.20602 0.28391 0.359
H -7.49499 -12.85781 3.83013 0.439
H -8.83275 -11.67239 3.95563 0.348
C -4.73685 -7.34726 3.24296 -1.050
C -4.04517 -7.24378 1.90132 -0.144
O -4.19896 -5.93597 1.31926 -0.385
C -3.46541 -4.97301 1.85997 0.766
O -2.67148 -5.09348 2.75460 -0.565
O -3.74567 -3.83315 1.22405 -0.363
C -3.07408 -2.69283 1.75820 -0.596
H -5.78713 -7.07288 3.14359 0.232
H -4.67349 -8.36502 3.62422 0.295
H -4.29188 -6.67554 3.97589 0.414
H -4.50339 -7.93570 1.19972 0.268
H -2.98730 -7.49785 1.97072 0.311
H -1.99848 -2.85161 1.78634 0.237
H -3.44889 -2.46806 2.75558 0.320
H -3.29272 -1.85621 1.10118 0.266
C 0.02468 2.63312 -0.89431 -0.962
C 0.05376 3.07533 0.55293 -0.135
O -0.46203 2.06679 1.43907 -0.237
C 0.33668 1.02857 1.66331 0.673
O 1.43833 0.86877 1.20901 -0.585
O -0.29890 0.18774 2.47499 -0.295
C 0.41181 -1.02533 2.73850 -0.754
H -0.98456 2.33389 -1.18032 0.297
H 0.34789 3.44456 -1.54563 0.369
H 0.67744 1.77937 -1.06271 0.115
H -0.59707 3.93764 0.68575 0.216
H 1.05529 3.36643 0.86848 0.355
H 1.40676 -0.82153 3.12611 0.333
H 0.47519 -1.62564 1.83203 0.313
H -0.15604 -1.57109 3.48608 0.245
C -2.73922 3.78389 3.14416 -0.716
C -3.37354 4.81914 2.24049 -0.275
O -4.27231 5.68802 2.94740 -0.367
C -3.69587 6.60929 3.71158 0.749
O -2.51531 6.79600 3.83409 -0.556
O -4.65893 7.30855 4.31140 -0.353
C -4.17985 8.29520 5.22705 -0.634
H -3.50867 3.21391 3.66725 0.355
H -2.12543 3.09738 2.56402 0.049
H -2.10921 4.24972 3.90038 0.307
H -3.98415 4.32617 1.48658 0.351
H -2.62281 5.41360 1.71865 0.328
H -3.47839 8.96966 4.74201 0.294
H -3.70959 7.81659 6.08434 0.295
H -5.04734 8.85699 5.55992 0.220
C 7.52921 2.78092 -2.68635 -0.894
C 6.19757 3.33969 -3.14031 -0.292
O 5.19546 2.32158 -3.26793 -0.364
C 4.69529 1.86362 -2.12108 0.760
O 4.98447 2.24791 -1.01989 -0.569
O 3.80571 0.91914 -2.40934 -0.374
C 3.22971 0.28025 -1.26028 -0.491
H 7.85753 1.98570 -3.35643 0.304
H 8.28657 3.56477 -2.67191 0.197
H 7.46054 2.35452 -1.68713 0.331
H 6.29837 3.77285 -4.13347 0.324
H 5.84312 4.12607 -2.47365 0.310
H 2.79352 1.00430 -0.58607 0.156
H 3.98493 -0.30925 -0.74279 0.336
H 2.44989 -0.38137 -1.62767 0.266
C 14.46467 1.53276 -1.89578 -1.100
C 13.98428 2.40574 -3.03563 -0.184
O 12.62546 2.83101 -2.85624 -0.350
C 12.43774 3.78475 -1.94949 0.718
O 13.29022 4.32703 -1.30006 -0.557
O 11.13139 4.04002 -1.88597 -0.242
C 10.77367 4.99256 -0.88163 -0.685
H 13.79667 0.68074 -1.76354 0.292
H 15.46989 1.16507 -2.10026 0.354
H 14.48544 2.08429 -0.95782 0.318
H 13.98709 1.83792 -3.96356 0.288
H 14.62763 3.27381 -3.17729 0.314
H 11.32637 5.92073 -1.00438 0.321
H 10.95042 4.57610 0.10840 0.323
H 9.71233 5.19232 -0.99683 0.191
C -0.04545 5.27334 -6.34922 -1.133
C -0.31944 4.02730 -5.53420 -0.181
O -1.27590 4.26352 -4.48942 -0.285
C -2.54109 4.38074 -4.87956 0.728
O -2.95044 4.28969 -6.00485 -0.561
O -3.28417 4.61542 -3.79807 -0.295
C -4.66729 4.84345 -4.07809 -0.662
H 0.27121 6.08972 -5.69875 0.295
H 0.73877 5.08005 -7.08059 0.368
H -0.93675 5.60169 -6.88054 0.312
H 0.58911 3.71069 -5.02601 0.278
H -0.65319 3.20083 -6.16089 0.327
H -5.09060 4.01999 -4.64798 0.301
H -4.79220 5.77930 -4.61988 0.299
H -5.17095 4.91344 -3.11871 0.211

15
Properties=species:S:1:pos:R:3:mulliken_charge:R:1 method="wB97M-V/def2-TZVPD" charge=0 energy_ha=-433.03633 e_homo_ev=-9.08 de_lowest_ev=7.794 lumo_energy_ev=0.12 gap_ev=9.20 mol_weight_da=117.1
C 0.42802 1.25244 -0.47198 0.399
C -0.66888 0.83418 0.57286 -0.968
C -0.80033 -1.68321 -0.20433 0.208
H 2.33209 1.63245 -0.56202 0.262
H 1.63725 2.28198 0.91168 0.353
H -0.68863 0.93228 -1.80422 0.319
H -1.71737 1.15725 0.29022 0.348
H -0.31248 1.38845 1.59092 0.296
H 1.27471 0.21092 0.86907 0.568
H 0.19619 -2.59191 -0.27791 0.252
N 1.76761 1.38865 0.12127 -0.441
N 0.27154 1.00770 -1.69083 -0.642
N -0.63770 -0.71546 0.95925 -0.007
O 0.81388 -0.88736 1.52480 -0.549
O -1.59948 -1.51240 -1.04042 -0.397

20
Properties=species:S:1:pos:R:3:mulliken_charge:R:1 method="wB97M-V/def2-TZVPD" charge=0 smiles="CC(C)O.C=NC" energy_ha=-328.25748 e_homo_ev=-9.45 de_lowest_ev=1.670 lumo_energy_ev=0.78 gap_ev=10.22 mol_weight_da=103.2
C -0.72534 1.67817 -1.74844 -1.226
C -0.02941 1.75475 -0.39073 0.468
C 1.47305 1.71282 -0.55074 -1.384
O -0.41223 0.64999 0.43517 -0.457
H -1.80789 1.63169 -1.60413 0.362
H -0.39385 0.80417 -2.30715 0.293
H -0.53322 2.55792 -2.36360 0.382
H -0.31781 2.66323 0.15209 0.220
H 1.85870 2.59881 -1.04623 0.385
H 1.75824 0.85030 -1.16063 0.330
H 1.95842 1.54644 0.41180 0.339
H -1.34641 0.73093 0.59877 0.281
C -0.15315 -2.73018 -0.05280 -0.095
N 0.19267 -3.10790 1.10016 -0.439
C -0.13603 -2.20839 2.18568 -0.495
H 0.04596 -3.35885 -0.91455 0.298
H -0.78716 -1.85572 -0.19465 0.087
H -0.55931 -2.75416 3.02928 0.314
H -0.86972 -1.44302 1.91603 0.128
H 0.78447 -1.72098 2.50465 0.210

132
Properties=species:S:1:pos:R:3:lowdin_spin:R:1 method="wB97M-V/def2-TZVPD" charge=0 spin_multiplicity=4 energy_ha=-4964.59850 e_homo_ev="-4.37 / -8.05" lumo_energy_ev="-0.27 / -0.29" gap_ev="4.09 / 7.76" mol_weight_da=1195.7
Ti -0.69845 0.26742 0.34899 2.587
I -2.76507 0.40981 2.38541 0.051
C -5.05689 -1.52016 -0.76454 0.003
C -5.62636 -0.15459 -0.50422 0.001
C -4.89060 0.92150 -1.25906 0.004
O -5.95299 1.67895 -1.71393 0.001
C -7.09686 1.14529 -1.56301 0.000
O -8.15382 1.66288 -1.80333 0.000
O -6.93577 -0.07261 -1.03851 0.000
H -4.54888 -1.53735 -1.72876 0.000
H -5.73513 -2.37318 -0.78579 0.000
H -4.22257 -1.70752 -0.08859 0.003
H -5.50551 0.08415 0.55243 0.000
H -4.34375 0.53777 -2.12034 0.001
H -4.18365 1.40939 -0.58803 0.004
C 0.41148 -5.65619 -1.57950 0.000
C -0.38479 -4.61669 -2.28489 0.001
C -1.79846 -4.56972 -1.82774 0.000
O -1.99614 -3.20713 -1.44869 0.005
C -0.89827 -2.50188 -1.68486 0.020
O -0.86499 -1.30546 -1.48478 0.049
O 0.13624 -3.29311 -1.93358 0.006
H 0.56349 -5.27364 -0.57022 0.000
H 1.47278 -5.63166 -1.82674 0.000
H -0.09145 -6.61776 -1.68223 0.000
H -0.40572 -4.75284 -3.36615 0.000
H -1.97809 -5.19833 -0.95557 0.000
H -2.41150 -4.78434 -2.70307 0.000
C 1.18788 -0.25284 -5.22414 0.000
C 2.64312 -0.13729 -4.69505 0.000
C 2.82743 0.66591 -3.42962 0.000
O 3.05356 -0.19565 -2.32330 0.001
C 3.12749 -1.40489 -2.88109 0.000
O 3.28776 -2.45764 -2.22143 0.000
O 2.85961 -1.42917 -4.15462 0.000
H 0.50077 -0.68151 -4.49460 0.000
H 1.05237 -0.88859 -6.09910 0.000
H 0.80478 0.75359 -5.39272 0.000
H 3.40491 0.09722 -5.43855 0.000
H 1.99937 1.33644 -3.19982 0.000
H 3.72467 1.28395 -3.39663 0.000
C -2.85696 4.01925 -4.57051 0.000
C -2.88387 2.50084 -4.26695 0.000
C -1.62587 1.71749 -4.74557 0.000
O -1.02388 1.25430 -3.47680 0.003
C -1.63208 1.83663 -2.49147 0.017
O -1.19155 1.88097 -1.32770 0.050
O -2.81147 2.39494 -2.89074 0.003
H -3.52305 4.61189 -3.94344 0.000
H -3.16243 4.07574 -5.61530 0.000
H -1.87849 4.49895 -4.54656 0.000
H -3.84345 2.06263 -4.54133 0.000
H -1.00198 2.37647 -5.34940 0.000
H -1.76667 0.80476 -5.32453 0.000
C 2.81283 4.71117 -3.10453 0.000
C 2.78584 4.29724 -1.63932 0.000
C 4.17901 3.97788 -1.03439 0.000
O 4.30294 4.81245 0.13942 0.000
C 3.18856 5.54779 0.29376 0.000
O 2.98307 6.32971 1.18720 0.000
O 2.40130 5.37247 -0.76947 0.000
H 3.57047 5.46514 -3.31811 0.000
H 1.87568 5.11438 -3.48829 0.000
H 2.99783 3.81632 -3.69877 0.000
H 2.10275 3.47350 -1.43211 0.000
H 4.96613 4.16970 -1.76361 0.000
H 4.34588 2.91594 -0.85403 0.000
C 4.46539 2.12357 4.03730 0.000
C 4.18121 2.37598 2.58745 0.000
C 4.78234 1.29793 1.68074 0.001
O 3.75766 1.15495 0.73432 0.003
C 2.60573 1.59847 1.11679 0.011
O 1.56546 1.53394 0.51017 0.038
O 2.78018 2.27963 2.27873 0.002
H 3.80142 2.73981 4.64350 0.000
H 5.44102 2.51070 4.33121 0.000
H 4.63705 1.11472 4.41263 0.000
H 4.49079 3.37133 2.26877 0.000
H 4.96337 0.33310 2.15450 0.000
H 5.65016 1.73617 1.18786 0.000
C 0.91238 0.67888 4.48346 0.004
C 0.64843 -0.24810 5.59954 0.000
C -0.18947 -1.46972 5.29098 0.001
O 0.53610 -2.57201 5.78355 0.000
C 1.81737 -2.14592 6.07324 0.000
O 2.78067 -2.85166 6.35756 0.000
O 1.88807 -0.81491 5.92931 0.000
H 1.31704 0.08760 3.66203 0.002
H 1.66001 1.40706 4.79795 0.000
H -0.03816 1.08451 4.13701 0.003
H 0.21503 0.22482 6.48079 0.000
H -0.25932 -1.72823 4.23439 0.000
H -1.11431 -1.36972 5.85911 0.000
C 3.53582 -4.89849 0.55751 0.000
C 2.69883 -4.23818 1.65984 0.000
C 3.40930 -3.06359 2.38355 0.001
O 2.50740 -2.06706 2.10902 0.008
C 1.46720 -2.47605 1.35054 0.027
O 0.57156 -1.65164 1.11646 0.042
O 1.49790 -3.77234 1.05134 0.009
H 3.12060 -5.82234 0.15477 0.000
H 4.52891 -4.96775 1.00144 0.000
H 3.73312 -4.20352 -0.25870 0.000
H 2.59217 -4.96282 2.46707 0.000
H 4.39351 -2.82296 1.98165 0.000
H 3.36932 -3.31019 3.44454 0.000
C -1.79473 -3.75319 2.66409 0.002
C -3.26434 -4.28426 2.79473 0.000
C -3.88047 -4.70700 1.45707 0.000
O -4.38564 -6.00264 1.69588 0.000
C -3.85230 -6.53320 2.84107 0.000
O -3.94454 -7.65762 3.17442 0.000
O -3.25046 -5.57640 3.54042 0.000
H -1.16705 -4.64431 2.66892 0.000
H -1.45554 -3.15750 3.51157 0.000
H -1.65131 -3.25371 1.70594 0.003
H -3.93828 -3.64898 3.36946 0.000
H -3.21542 -4.71385 0.59350 0.000
H -4.71344 -4.04654 1.21609 0.000
C -0.88656 4.70286 2.16991 0.001
C -1.32180 4.34128 0.76213 0.009
C -2.70571 4.47396 0.33301 0.001
O -2.58739 5.34607 -0.79271 0.000
C -1.26284 5.51421 -1.13186 0.000
O -0.88969 5.97400 -2.16968 0.000
O -0.48825 5.12798 -0.11743 0.001
H -1.39033 4.04886 2.88167 0.001
H -1.15757 5.73287 2.40173 0.000
H 0.17490 4.64929 2.41187 0.000
H -1.09898 3.27616 0.69916 0.012
H -3.22893 4.99335 1.13587 0.000
H -3.18724 3.53106 0.07384 0.000